Below is a structure of composition C21H26N5O2Pd, with properties calculated with ωB97M-V/def2-TZVPD.

Structure (ORCA input):
```
! wB97M-V def2-TZVPD RIJCOSX def2/J DEFGRID3
* xyz 3 1
Pd -0.5763 2.2270 0.2235
N -0.5708 1.8141 2.2386
C -0.2791 3.1511 2.8536
C -1.2266 4.1931 2.2759
N -1.4663 3.9480 0.8039
C -1.1580 5.0618 -0.1694
C -0.1715 4.5931 -1.2276
N -0.4835 3.1770 -1.6024
H 0.1379 1.1432 2.5256
H -1.4615 1.4487 2.5739
H -0.3704 3.1127 3.9393
H 0.7551 3.3928 2.6112
H -2.1913 4.1676 2.7813
H -0.8124 5.1895 2.4169
H -2.4632 3.7717 0.7117
H -2.0964 5.3787 -0.6231
H -0.7511 5.9163 0.3675
H -0.2033 5.2488 -2.0983
H 0.8454 4.6007 -0.8365
H -1.3590 3.1230 -2.1224
H 0.2313 2.8219 -2.2319
C -4.7201 -2.6348 0.4047
O -3.3210 -2.3641 0.1203
C -2.8109 -2.7280 -1.0173
C -3.5425 -3.2464 -2.0984
C -2.8842 -3.6013 -3.2467
C -1.4704 -3.4797 -3.4045
C -0.7303 -3.0008 -2.3837
C -1.3716 -2.6037 -1.1589
N -0.7119 -2.1987 -0.0921
N 0.5253 -2.2817 0.0321
C 1.5454 -1.5288 0.1554
C 1.4040 -0.0466 -0.0285
O 0.2385 0.3991 -0.2102
C 2.5766 0.7320 0.0220
C 3.7895 0.1447 0.2630
C 3.9697 -1.2508 0.5098
C 5.2395 -1.7653 0.7844
C 5.3990 -3.1183 1.0341
C 4.2942 -3.9589 1.0067
C 3.0234 -3.4630 0.7250
C 2.8550 -2.1113 0.4788
H -4.9217 -3.6970 0.2844
H -5.3544 -2.0390 -0.2490
H -4.8586 -2.3450 1.4393
H -4.6123 -3.3711 -2.0285
H -3.4627 -4.0008 -4.0709
H -1.0097 -3.7946 -4.3298
H 0.3472 -2.9281 -2.4560
H 2.5010 1.8003 -0.1318
H 4.6755 0.7708 0.2788
H 6.0940 -1.1006 0.8021
H 6.3799 -3.5186 1.2493
H 4.4187 -5.0150 1.2044
H 2.1765 -4.1358 0.7004
*
```

HOMO energy (alpha / beta) (eV): -16.96 / -16.96
Strongest force on any atom (eV/A): 0.373
Calculated total energy (eV): -37197.2643

Charge distribution, Löwdin scheme, values in e: Pd 1.0073; N -0.0451; C -0.1769; C -0.1299; N -0.1471; C -0.1313; C -0.1820; N -0.0512; H 0.1160; H 0.1257; H 0.1394; H 0.1251; H 0.1392; H 0.1351; H 0.1320; H 0.1396; H 0.1353; H 0.1404; H 0.1232; H 0.1244; H 0.1197; C 0.0223; O -0.0040; C -0.1833; C 0.0325; C 0.0404; C -0.0177; C 0.0297; C -0.1472; N 0.2030; N 0.1652; C -0.0699; C -0.2876; O -0.1217; C -0.0017; C 0.0769; C -0.1639; C 0.0304; C -0.0077; C 0.0004; C 0.0176; C -0.0969; H 0.1158; H 0.1101; H 0.1073; H 0.1283; H 0.1411; H 0.1314; H 0.1280; H 0.1117; H 0.1461; H 0.1356; H 0.1314; H 0.1310; H 0.1264